No. 1
{"formula": "C27H32InNO", "method": "the ωB97M-V functional and the def2-TZVPD basis", "symbols": ["In", "N", "C", "C", "C", "C", "C", "C", "C", "C", "C", "C", "C", "C", "H", "H", "H", "H", "H", "H", "H", "H", "H", "H", "C", "C", "C", "C", "C", "C", "C", "O", "C", "C", "C", "H", "H", "H", "H", "H", "H", "H", "H", "H", "H", "H", "H", "C", "C", "C", "C", "C", "H", "H", "H", "H", "H", "H", "H", "H", "H", "H"], "xyz": [[0.0232, -1.0596, 1.2928], [2.2583, -0.4921, 0.9120], [3.2152, -0.9258, 1.8828], [4.3374, -1.6297, 1.4598], [5.3115, -2.0327, 2.3600], [5.1616, -1.7328, 3.7072], [4.0255, -1.0527, 4.1276], [3.0307, -0.6329, 3.2399], [1.7803, 0.0230, 3.7677], [1.8247, 0.8782, 4.8697], [0.6571, 1.2838, 5.5076], [-0.5742, 0.8230, 5.0506], [-0.6176, 0.0166, 3.9117], [0.5505, -0.3725, 3.2368], [2.6416, -0.4930, -0.0213], [1.9331, 0.4467, 1.1179], [4.4515, -1.8451, 0.4009], [6.1811, -2.5770, 2.0088], [5.9149, -2.0299, 4.4272], [3.8818, -0.8740, 5.1873], [2.7820, 1.2377, 5.2314], [0.7140, 1.9409, 6.3683], [-1.4883, 1.1025, 5.5600], [-1.5916, -0.3007, 3.5483], [-1.4802, 1.5669, -5.9848], [-1.1827, 1.7165, -4.5131], [-2.1386, 2.2082, -3.6361], [-1.8864, 2.3231, -2.2747], [-2.9948, 2.8355, -1.3702], [-0.6358, 1.9150, -1.7782], [-0.4520, 1.9750, -0.3197], [0.4123, 1.4245, 0.3462], [0.3601, 1.4439, -2.6546], [1.7436, 1.0288, -2.2001], [0.0651, 1.3601, -4.0061], [-2.4971, 1.8815, -6.2212], [-1.3640, 0.5258, -6.2952], [-0.7889, 2.1637, -6.5844], [-3.1147, 2.4983, -4.0188], [-3.8725, 3.0893, -1.9653], [-2.6962, 3.7332, -0.8204], [-3.2874, 2.0751, -0.6376], [-1.1588, 2.6235, 0.2119], [2.1550, 1.7193, -1.4628], [2.4151, 0.9836, -3.0590], [1.7170, 0.0382, -1.7354], [0.8290, 0.9899, -4.6877], [-2.0430, -3.3941, -0.3574], [-2.2719, -1.9219, -0.7423], [-3.7871, -1.7140, -0.9300], [-1.5639, -1.6610, -2.0679], [-1.8586, -0.9045, 0.3229], [-2.5242, -4.0710, -1.0792], [-2.4443, -3.6039, 0.6349], [-0.9731, -3.6115, -0.3445], [-4.1506, -2.3198, -1.7686], [-4.0133, -0.6631, -1.1440], [-4.3362, -2.0043, -0.0291], [-1.8611, -2.3953, -2.8286], [-0.4767, -1.7283, -1.9361], [-1.7993, -0.6644, -2.4415], [-2.4483, -1.1639, 1.2240]], "atomic_forces_ev_per_a": [[-0.8, -0.3, -0.5], [0.3, 0.0, 0.2], [0.2, 0.0, 0.1], [-0.1, 0.0, -0.1], [0.0, 0.0, 0.1], [-0.1, 0.1, -0.1], [0.0, 0.0, 0.0], [-0.2, 0.3, 0.2], [0.4, -0.4, -0.1], [0.0, 0.0, 0.1], [-0.1, -0.1, -0.1], [0.2, -0.1, -0.2], [0.3, 0.3, 0.4], [-0.8, 0.3, 0.5], [0.1, 0.0, -0.1], [0.2, 0.3, -0.1], [0.0, 0.0, 0.1], [-0.1, 0.1, 0.0], [-0.1, 0.0, 0.0], [0.0, 0.1, -0.1], [0.0, -0.1, 0.0], [0.0, 0.0, -0.1], [0.0, 0.0, 0.0], [0.0, 0.0, 0.0], [0.1, 0.0, 0.1], [0.0, 0.0, -0.1], [-0.1, 0.0, 0.0], [-0.2, 0.1, 0.1], [0.1, -0.1, -0.1], [0.0, -0.1, 0.3], [0.1, 0.1, 0.2], [0.1, 0.2, -0.5], [0.2, -0.1, 0.0], [-0.2, 0.0, 0.0], [0.1, 0.0, -0.1], [0.1, 0.0, 0.0], [0.0, 0.0, 0.0], [0.0, 0.0, 0.0], [0.1, 0.0, 0.0], [0.1, 0.0, 0.0], [0.0, -0.1, -0.1], [0.1, 0.1, -0.1], [-0.1, -0.1, 0.0], [0.0, 0.0, 0.0], [0.0, 0.0, 0.1], [-0.1, 0.1, -0.1], [-0.1, 0.1, 0.1], [-0.2, 0.0, -0.2], [-0.1, 0.2, 0.1], [0.0, 0.0, -0.2], [0.0, 0.0, -0.1], [0.6, -0.6, 0.2], [0.1, 0.1, 0.1], [0.0, 0.0, 0.0], [0.0, 0.0, 0.0], [0.0, 0.0, 0.1], [0.1, -0.1, 0.0], [0.1, 0.0, -0.1], [0.1, 0.1, 0.1], [0.0, 0.0, 0.0], [0.0, 0.1, 0.0], [-0.1, 0.1, 0.0]], "lowdin_charge": [0.978, 0.032, -0.241, -0.033, -0.087, -0.084, -0.028, -0.117, -0.203, -0.046, -0.082, -0.084, -0.132, -0.214, 0.079, 0.063, 0.113, 0.103, 0.102, 0.113, 0.110, 0.101, 0.100, 0.082, -0.042, -0.250, -0.008, -0.197, -0.040, -0.110, -0.168, -0.058, -0.187, -0.027, -0.010, 0.075, 0.085, 0.084, 0.117, 0.076, 0.084, 0.082, 0.125, 0.087, 0.082, 0.066, 0.123, -0.105, -0.764, -0.084, -0.080, -0.207, 0.078, 0.075, 0.055, 0.079, 0.071, 0.080, 0.084, 0.069, 0.066, -0.030], "largest_force_ev_per_a": 1.0, "orbital_gap_ev": 6.1, "e_tot_ha": -1368.06838}

---

No. 2
{"formula": "C27H32N2O4", "method": "the ωB97M-V functional and the def2-TZVPD basis", "symbols": ["C", "O", "C", "C", "C", "C", "N", "O", "C", "C", "O", "N", "C", "C", "C", "C", "C", "C", "C", "C", "C", "C", "C", "C", "C", "O", "C", "C", "C", "C", "C", "C", "C", "H", "H", "H", "H", "H", "H", "H", "H", "H", "H", "H", "H", "H", "H", "H", "H", "H", "H", "H", "H", "H", "H", "H", "H", "H", "H", "H", "H", "H", "H", "H", "H"], "xyz": [[-2.0324, -0.0773, 2.4633], [-3.1743, 0.3162, 1.7453], [-3.0513, 1.2979, 0.8190], [-1.8946, 2.0161, 0.5724], [-1.8636, 3.0161, -0.4049], [-0.6451, 3.7558, -0.6602], [0.4093, 3.5076, 0.0062], [1.5347, 4.2457, -0.3280], [2.6204, 3.9677, 0.5318], [3.2477, 2.5661, 0.4184], [4.4288, 2.4072, 0.6522], [2.3764, 1.6019, 0.0943], [2.6891, 0.1820, -0.0336], [1.4278, -0.5437, -0.5036], [1.7222, -2.0380, -0.6404], [2.8371, -2.2489, -1.6633], [4.0971, -1.5234, -1.1939], [4.5364, -2.0826, 0.1584], [3.4191, -1.8760, 1.1797], [2.1561, -2.5990, 0.7130], [3.1297, -0.3830, 1.3212], [3.8073, -0.0299, -1.0589], [-3.0135, 3.2966, -1.1368], [-4.1717, 2.5787, -0.9015], [-4.2081, 1.5844, 0.0618], [-5.3642, 0.8777, 0.2974], [-5.5595, -0.2279, -0.5838], [-4.4257, -1.2135, -0.4864], [-3.3000, -1.0577, -1.2856], [-2.2094, -1.8953, -1.1320], [-2.2338, -2.8972, -0.1774], [-3.3554, -3.0622, 0.6181], [-4.4443, -2.2228, 0.4668], [-1.2498, -0.4477, 1.7927], [-2.3600, -0.8879, 3.1118], [-1.6365, 0.7399, 3.0746], [-0.9905, 1.8296, 1.1277], [-0.6656, 4.5178, -1.4389], [3.3808, 4.7063, 0.2728], [2.3271, 4.1127, 1.5802], [1.4066, 1.8786, -0.0160], [1.1057, -0.1348, -1.4648], [0.6186, -0.3888, 0.2157], [0.8169, -2.5554, -0.9760], [2.5265, -1.8648, -2.6377], [3.0403, -3.3164, -1.7741], [4.8974, -1.6692, -1.9274], [4.7642, -3.1469, 0.0654], [5.4409, -1.5715, 0.4928], [3.7315, -2.2763, 2.1504], [2.3525, -3.6697, 0.6234], [1.3562, -2.4656, 1.4458], [2.3410, -0.2180, 2.0602], [4.0226, 0.1486, 1.6516], [3.5007, 0.3863, -2.0216], [4.6989, 0.5023, -0.7277], [-3.0000, 4.0706, -1.8891], [-5.0692, 2.7851, -1.4653], [-6.5026, -0.6731, -0.2607], [-5.6617, 0.1344, -1.6175], [-3.2739, -0.2724, -2.0288], [-1.3396, -1.7602, -1.7583], [-1.3810, -3.5487, -0.0518], [-3.3779, -3.8442, 1.3630], [-5.3121, -2.3397, 1.0986]], "atomic_forces_ev_per_a": [[0.3, -0.1, 0.1], [-0.3, 0.3, -0.3], [-0.2, 0.0, 0.0], [-0.1, 0.0, 0.0], [-0.7, -0.4, 0.1], [0.9, 0.6, -0.2], [0.0, -0.1, 0.5], [-0.8, 0.2, -0.7], [0.3, -0.2, 0.4], [-0.5, 0.5, -0.1], [0.4, 0.0, 0.2], [-0.4, -0.4, -0.2], [0.2, 0.2, 0.1], [0.1, -0.1, 0.0], [-0.2, -0.1, -0.1], [0.0, 0.0, 0.0], [0.1, -0.1, -0.2], [0.0, 0.0, 0.0], [0.0, -0.1, 0.3], [0.0, 0.0, 0.0], [0.1, -0.1, -0.1], [0.1, -0.1, 0.0], [0.5, 0.0, 0.1], [-0.2, -0.3, 0.3], [0.1, 0.0, 0.0], [0.2, 0.4, 0.2], [0.0, -0.3, -0.2], [-0.1, 0.0, -0.1], [-0.1, -0.1, 0.0], [0.1, 0.0, 0.0], [0.1, 0.0, 0.0], [-0.1, -0.1, 0.1], [0.0, 0.0, -0.1], [0.0, 0.0, 0.0], [0.1, 0.0, 0.0], [0.0, 0.0, 0.0], [0.1, -0.1, 0.1], [0.1, 0.0, 0.0], [-0.1, -0.2, 0.0], [0.0, 0.0, -0.1], [0.2, -0.1, 0.1], [0.0, 0.1, -0.1], [-0.1, 0.1, 0.1], [0.0, 0.0, 0.0], [0.0, 0.0, -0.1], [0.0, -0.1, 0.0], [0.0, 0.0, 0.0], [0.1, -0.1, 0.0], [0.1, 0.0, 0.0], [0.0, 0.0, -0.1], [0.0, -0.1, 0.0], [-0.1, 0.0, 0.1], [-0.1, 0.0, 0.0], [0.0, 0.0, 0.0], [0.0, 0.1, 0.0], [0.0, 0.0, 0.0], [0.0, 0.1, -0.1], [-0.1, 0.0, 0.0], [0.1, 0.0, -0.1], [0.0, 0.0, 0.2], [0.0, 0.1, -0.1], [0.1, 0.0, -0.1], [0.1, -0.1, 0.0], [0.0, -0.1, 0.1], [-0.1, 0.0, 0.1]], "lowdin_charge": [-0.066, -0.062, -0.198, 0.046, -0.207, -0.065, 0.024, -0.109, -0.095, -0.467, 0.058, 0.149, -0.412, -0.084, -0.292, -0.117, -0.287, -0.116, -0.287, -0.119, -0.072, -0.073, -0.035, 0.005, -0.216, -0.031, -0.127, -0.209, -0.036, -0.076, -0.089, -0.080, -0.033, 0.081, 0.098, 0.100, 0.104, 0.137, 0.133, 0.132, 0.099, 0.130, 0.109, 0.119, 0.120, 0.120, 0.141, 0.119, 0.124, 0.141, 0.120, 0.116, 0.128, 0.122, 0.132, 0.119, 0.110, 0.125, 0.131, 0.130, 0.120, 0.096, 0.098, 0.104, 0.119], "largest_force_ev_per_a": 1.1, "orbital_gap_ev": 8.7, "relative_energy_kj_mol": 179.63, "e_tot_ha": -1458.50928}

---

No. 3
{"formula": "C27H32N6O2", "method": "the ωB97M-V functional and the def2-TZVPD basis", "symbols": ["C", "C", "C", "C", "C", "C", "N", "C", "C", "N", "C", "O", "C", "C", "C", "N", "N", "C", "N", "C", "C", "C", "C", "C", "C", "C", "C", "O", "C", "C", "C", "C", "C", "C", "N", "H", "H", "H", "H", "H", "H", "H", "H", "H", "H", "H", "H", "H", "H", "H", "H", "H", "H", "H", "H", "H", "H", "H", "H", "H", "H", "H", "H", "H", "H", "H", "H"], "xyz": [[-2.8613, -2.1666, -0.9674], [-4.1133, -1.4421, -0.4670], [-5.1236, -2.4064, 0.1817], [-4.6285, -2.9148, 1.5341], [-4.2627, -1.7352, 2.4301], [-3.2624, -0.8243, 1.7069], [-3.7389, -0.3520, 0.4221], [-4.6755, 0.7518, 0.5045], [-3.8978, 2.0702, 0.5932], [-2.9644, 2.1259, -0.5040], [-2.5278, 3.2684, -1.0484], [-2.9112, 4.3739, -0.7122], [-1.4866, 3.0723, -2.1507], [-0.0754, 3.0180, -1.5524], [0.2163, 1.6991, -0.9344], [-0.5761, 0.6729, -0.9952], [-0.0292, -0.3677, -0.3386], [1.1176, 0.0380, 0.1231], [1.9918, -0.6863, 0.8664], [1.6591, -2.0833, 1.1323], [2.0639, -2.9459, -0.0342], [1.1516, -3.2463, -1.0369], [1.5421, -4.0086, -2.1241], [2.8439, -4.4710, -2.2188], [3.7584, -4.1664, -1.2244], [3.3711, -3.4051, -0.1358], [3.1811, -0.1597, 1.3179], [3.9523, -0.8195, 1.9843], [3.4304, 1.2431, 0.9355], [4.6234, 1.8284, 1.3565], [4.9255, 3.1301, 1.0203], [4.0333, 3.8606, 0.2478], [2.8451, 3.3016, -0.1817], [2.5279, 1.9903, 0.1628], [1.3540, 1.3549, -0.2200], [-2.4665, -2.8495, -0.2217], [-3.1005, -2.7403, -1.8596], [-2.0935, -1.4366, -1.2050], [-4.5900, -0.9830, -1.3417], [-5.3099, -3.2450, -0.4914], [-6.0689, -1.8764, 0.3276], [-3.7524, -3.5512, 1.3962], [-5.4042, -3.5220, 2.0071], [-3.8280, -2.0871, 3.3674], [-5.1658, -1.1697, 2.6725], [-3.0287, 0.0421, 2.3294], [-2.3308, -1.3686, 1.5331], [-5.2784, 0.7715, -0.4059], [-5.3606, 0.6825, 1.3621], [-4.5671, 2.9309, 0.5249], [-3.3627, 2.1299, 1.5497], [-2.5113, 1.2442, -0.7287], [-1.6880, 2.1596, -2.7083], [-1.5498, 3.9337, -2.8163], [0.0146, 3.8077, -0.8002], [0.6596, 3.2069, -2.3425], [2.2084, -2.3666, 2.0329], [0.5822, -2.1359, 1.2989], [0.1423, -2.8710, -0.9664], [0.8275, -4.2409, -2.8999], [3.1467, -5.0668, -3.0674], [4.7754, -4.5229, -1.2964], [4.0824, -3.1602, 0.6394], [5.2934, 1.2249, 1.9498], [5.8493, 3.5776, 1.3514], [4.2636, 4.8790, -0.0256], [2.1737, 3.8880, -0.7829]], "atomic_forces_ev_per_a": [[-0.3, 0.1, 0.0], [-0.1, -0.3, -0.3], [0.2, 0.0, -0.1], [-0.2, 0.1, 0.0], [0.2, 0.0, -0.2], [-0.1, 0.0, 0.3], [0.0, 0.1, -0.1], [0.1, 0.3, 0.1], [-0.2, 0.0, 0.0], [-0.3, -0.4, 0.2], [0.1, -0.3, -0.4], [0.0, 0.5, 0.1], [0.0, 0.2, 0.2], [0.0, 0.2, -0.1], [0.0, 0.0, -0.1], [-0.1, 0.7, -0.5], [0.6, -0.8, 0.7], [-0.5, 0.7, -0.5], [0.2, 0.0, 0.3], [0.0, -0.3, 0.1], [0.0, 0.0, 0.0], [0.0, -0.1, 0.0], [0.0, 0.0, -0.1], [0.0, 0.0, -0.1], [0.1, 0.0, 0.0], [0.0, 0.0, 0.0], [-0.1, -0.1, 0.1], [0.1, 0.0, 0.0], [0.1, 0.4, -0.1], [-0.1, -0.1, 0.0], [0.0, 0.0, 0.0], [0.0, -0.1, 0.0], [-0.1, 0.0, -0.1], [0.7, 0.2, 0.3], [-0.5, -1.0, 0.0], [0.1, -0.1, 0.1], [0.0, -0.1, -0.1], [0.1, 0.0, -0.1], [0.1, 0.0, 0.1], [-0.1, 0.0, -0.1], [-0.1, 0.0, 0.0], [0.0, -0.1, 0.0], [0.1, -0.1, 0.0], [0.0, 0.0, 0.1], [0.0, 0.0, 0.1], [0.1, 0.0, 0.0], [0.1, 0.0, 0.1], [0.0, 0.0, 0.0], [0.0, 0.0, -0.1], [0.0, -0.1, 0.1], [-0.1, 0.1, 0.0], [0.0, 0.2, -0.1], [0.0, 0.0, -0.1], [0.0, -0.1, 0.1], [0.1, 0.0, -0.1], [0.0, 0.1, 0.1], [-0.2, 0.1, -0.1], [0.1, 0.0, 0.1], [-0.1, 0.0, 0.0], [-0.1, 0.0, -0.1], [0.0, 0.0, -0.1], [0.1, 0.0, 0.0], [0.1, 0.0, 0.1], [0.0, 0.0, 0.0], [0.1, 0.0, 0.0], [0.0, 0.1, 0.0], [-0.1, 0.0, -0.1]], "lowdin_charge": [-0.052, -0.363, -0.151, -0.200, -0.174, -0.180, -0.157, -0.173, -0.152, 0.068, -0.517, 0.046, -0.094, -0.114, -0.246, 0.073, 0.111, -0.259, 0.079, -0.067, -0.200, -0.039, -0.078, -0.092, -0.082, -0.034, -0.361, 0.085, -0.046, 0.002, -0.064, -0.058, 0.004, -0.104, 0.146, 0.062, 0.080, 0.045, 0.137, 0.113, 0.113, 0.103, 0.108, 0.109, 0.104, 0.115, 0.107, 0.124, 0.117, 0.122, 0.117, 0.095, 0.113, 0.121, 0.126, 0.124, 0.131, 0.122, 0.086, 0.102, 0.100, 0.102, 0.109, 0.123, 0.107, 0.111, 0.094], "largest_force_ev_per_a": 1.2, "orbital_gap_ev": 8.2, "relative_energy_kj_mol": 12.91, "e_tot_ha": -1527.15347}